(1)
24
Properties=species:S:1:pos:R:3:forces:R:3:mulliken_charge:R:1 method="wB97M-V/def2-TZVPD" orbital_gap_ev="8.2875 / 6.8994" e_tot_ha=-709.11449 relative_energy_kcal_mol=103.4 homo_energy_ev="-7.97 / -7.55"
C 1.529117 -2.671331 2.044350 3.09 -1.26 2.18 -0.43
C 0.604371 -3.624133 2.239513 0.52 3.23 -0.77 -0.69
C -0.048101 -2.210810 0.556940 -0.38 -1.58 0.32 -0.74
C 1.166854 -1.745418 0.981489 1.32 0.64 0.51 0.88
C -0.427045 -3.455069 1.218690 -0.85 -1.03 -1.27 -0.57
C -1.714100 1.048165 -0.853400 -0.59 -0.98 1.23 -1.24
C 0.715062 1.770731 -2.294811 0.76 2.75 -2.15 -1.05
C 0.190185 2.209502 0.351800 2.93 1.16 -0.11 -1.18
N 1.869319 -0.733814 0.628702 0.22 0.12 0.01 -0.70
P 0.122208 0.905694 -0.903370 -1.96 -1.63 2.27 0.47
H 2.570341 -2.632586 2.529335 -1.91 0.02 -0.57 0.29
H 0.534193 -4.320285 2.966280 0.29 -2.30 2.12 0.59
H -0.652661 -1.698819 -0.050320 -2.13 1.73 -2.44 0.66
H -0.154208 -4.346020 0.624001 -0.25 0.15 -0.78 0.21
H -1.511109 -3.596217 1.312766 0.25 0.19 0.85 0.39
H -2.143945 0.562639 0.133474 1.15 1.26 -1.66 0.29
H -1.997442 2.103970 -0.949616 -0.37 -0.39 -0.03 0.40
H -2.109394 0.405283 -1.599090 -0.85 -0.19 -1.09 0.43
H 0.600381 2.926520 -2.143224 -0.64 -1.85 -1.00 0.27
H 1.813718 1.768296 -2.231922 -0.11 -0.67 -0.19 0.32
H 0.403123 1.316257 -3.307610 0.42 1.04 1.58 0.30
H -0.603151 2.320949 1.107240 0.71 -0.69 -0.11 0.35
H 1.267954 2.085205 0.674735 -1.28 0.47 0.90 0.34
H 0.238714 3.168895 -0.196644 -0.34 -0.18 0.21 0.38

***

(2)
24
Properties=species:S:1:pos:R:3:forces:R:3:mulliken_charge:R:1 method="wB97M-V/def2-TZVPD" orbital_gap_ev="7.3411 / 7.3430" e_tot_ha=-463.50277 relative_energy_kcal_mol=127.4 homo_energy_ev="-7.66 / -7.66"
C -1.181999 0.226857 -0.968513 0.81 0.23 -0.86 1.50
C -2.144675 -0.889742 -1.185641 -0.02 -0.21 0.08 -1.37
C -1.515879 1.225782 0.091531 0.06 -0.09 0.16 -1.41
C -0.139825 0.472313 -1.863534 -1.15 0.21 0.03 -1.37
O 0.101467 -1.220282 0.718227 0.94 -0.29 0.41 -0.49
H -0.092515 -0.856924 1.592258 0.11 -0.05 0.20 0.33
H 1.102926 -0.231700 -1.526887 0.84 -0.77 0.73 0.31
H -1.751738 -1.635366 -1.875151 -0.02 0.08 -0.04 0.38
H -2.394007 -1.393533 -0.251876 0.03 0.04 0.04 0.31
H -3.083959 -0.490670 -1.587113 0.09 0.03 -0.04 0.38
H -2.255923 1.929526 -0.304697 0.05 -0.01 -0.03 0.42
H -0.635854 1.794884 0.392345 -0.04 0.03 -0.02 0.35
H -1.971375 0.755840 0.964071 0.02 0.01 0.02 0.31
H -0.258647 0.047160 -2.854761 0.18 -0.43 0.05 0.44
H 0.225070 1.493616 -1.911034 0.36 -0.05 0.35 0.36
C 1.738580 0.432946 2.476200 0.15 -0.03 -0.08 -1.39
C 2.003692 0.285439 0.981501 -0.07 0.62 0.16 0.71
C 1.416390 -0.914485 0.305069 -1.36 0.24 -0.59 0.19
C 1.861232 -1.379419 -0.868969 -0.37 0.87 -0.80 -0.83
O 2.628838 1.136281 0.386192 -0.20 -0.40 0.15 -0.51
H 2.510335 1.067319 2.907723 -0.02 -0.02 -0.04 0.34
H 1.729533 -0.531272 2.986560 -0.03 -0.01 0.02 0.41
H 0.777919 0.930219 2.639005 -0.02 -0.02 -0.01 0.31
H 1.330415 -2.254791 -1.242505 -0.36 0.02 0.09 0.30

***

(3)
26
Properties=species:S:1:pos:R:3:forces:R:3:mulliken_charge:R:1 method="wB97M-V/def2-TZVPD" orbital_gap_ev=8.8079 smiles="O=C(O)CCCC[C@H]1CCSS1" e_tot_ha=-1259.98996 relative_energy_kcal_mol=81.7 homo_energy_ev=-8.18
C 2.863368 -1.405793 0.051694 -0.16 -1.65 -3.22 0.60
C 2.533157 -0.122883 -0.631191 3.74 0.72 -2.89 -0.99
C 2.028865 0.945848 0.243477 3.82 3.32 2.94 -0.47
C 0.587731 1.406912 0.156503 -1.25 -1.95 3.48 -0.61
C -0.136969 0.074788 0.714488 -0.21 1.38 0.71 -0.80
C -1.645935 0.290734 0.751357 -3.14 0.04 2.97 -0.03
C -2.403025 0.711506 -0.567408 -1.37 -0.10 2.22 -0.98
C -3.738812 -0.135790 -0.808505 -0.04 1.69 -1.11 -0.69
H 3.203263 -3.425966 -0.214865 -0.28 2.04 -0.17 0.36
H 1.956568 -0.287919 -1.457807 -1.97 -0.71 -2.21 0.52
H 3.516485 0.235823 -1.217698 -1.71 -0.87 1.48 0.34
H 2.430344 0.493561 1.219340 -1.91 1.04 -0.42 0.38
H 2.792808 1.862209 0.307430 -1.61 -1.55 -0.96 0.31
H 0.210242 2.218672 0.961193 1.40 -1.48 -2.10 0.29
H 0.224149 1.617060 -0.821366 0.04 0.52 -0.84 0.39
H 0.323033 0.050478 1.782771 -1.16 -0.70 -1.80 0.36
H 0.061606 -0.863244 0.128882 0.14 0.91 0.53 0.21
H -2.028954 0.976604 1.608482 1.22 -0.87 -1.29 0.47
H -1.639638 0.409121 -1.139990 2.12 -1.29 -3.65 0.52
H -2.413037 1.819321 -0.713122 -0.67 -0.81 0.49 0.35
H -4.383436 0.185320 -1.774587 2.10 -1.36 1.59 0.36
H -4.448342 0.160372 -0.053563 -0.14 -0.10 0.66 0.38
O 3.055478 -2.567582 -0.715782 -0.16 0.52 0.13 -0.53
O 2.924884 -1.404352 1.203054 0.67 -1.09 4.84 -0.48
S -3.276142 -1.906958 -0.452488 -0.25 1.26 -0.04 -0.15
S -2.597688 -1.337833 1.439700 0.77 1.08 -1.35 -0.11

***

(4)
28
Properties=species:S:1:pos:R:3:forces:R:3:mulliken_charge:R:1 method="wB97M-V/def2-TZVPD" orbital_gap_ev=9.7375 e_tot_ha=-1087.48524 relative_energy_kcal_mol=66.3 homo_energy_ev=-8.87
C -0.378246 -0.576222 1.273382 0.29 -0.14 0.42 0.50
C 0.267337 1.528724 -0.778636 0.22 1.96 -1.52 0.67
C -0.234556 -0.766986 3.819327 -2.53 -0.63 -1.29 -1.63
C 2.036740 3.330622 -1.147157 -0.49 -3.10 -0.88 -1.17
C -1.307652 -3.117440 -2.507831 -0.88 0.26 -3.63 -0.57
C -0.942671 -1.266817 2.558599 -1.01 5.46 -0.65 -0.03
C 1.052080 2.319444 -1.849516 2.16 -1.47 -1.07 -0.51
C 0.673997 0.238997 1.192202 -0.18 1.05 2.38 -0.37
O -1.138843 -0.968846 0.235530 -0.95 -1.23 -0.56 -0.39
O -0.952758 1.532949 -0.797895 1.50 0.02 1.32 -0.59
O -0.082600 -0.775819 -2.048820 0.84 0.56 0.13 -0.58
O 1.120766 1.035432 0.160090 -1.01 -0.40 -1.43 -0.26
O -2.017557 -2.136961 -1.765965 -0.21 -0.06 0.69 -0.31
S -1.360535 -0.703719 -1.384650 -0.64 -0.92 -0.84 0.78
H -0.390456 0.265916 3.871072 -0.86 1.63 0.68 0.43
H 0.760367 -0.784404 3.647540 3.49 -0.91 -0.04 0.44
H -0.558592 -1.308811 4.676459 -0.02 -0.19 0.77 0.36
H 2.688730 3.791459 -1.866064 0.30 0.31 0.08 0.36
H 1.428750 3.947673 -0.603178 -1.34 2.45 1.00 0.38
H 2.504500 2.751126 -0.354005 0.87 0.09 -0.43 0.31
H -1.289770 -4.054981 -2.029583 0.05 -0.94 1.14 0.28
H -0.251329 -2.808475 -2.778093 -1.52 -0.22 0.17 0.29
H -2.024446 -3.336401 -3.491868 2.19 0.78 2.22 0.19
H -0.821126 -2.259631 2.399580 -0.26 -3.17 -0.32 0.36
H -2.050029 -0.853565 2.547578 1.96 -1.51 0.11 0.26
H 0.377018 2.798657 -2.580565 0.06 -0.23 0.74 0.35
H 1.718150 1.573788 -2.520720 -1.58 1.34 1.72 0.22
H 1.172730 0.604291 2.123187 -0.45 -0.82 -0.89 0.24

***

(5)
25
Properties=species:S:1:pos:R:3:forces:R:3:mulliken_charge:R:1 method="wB97M-V/def2-TZVPD" orbital_gap_ev="6.6678 / 6.6016" e_tot_ha=-922.20668 charge=+1 homo_energy_ev="-11.85 / -11.84"
C -1.070704 1.404607 -1.619222 -0.02 1.46 -0.94 -0.89
C -1.060336 1.611354 -2.987745 0.76 0.29 -0.13 0.22
C 0.164340 1.516422 -3.716417 0.09 1.15 -0.59 -0.74
C 1.387232 1.547431 -2.966889 -0.86 0.52 -0.44 0.27
C 1.353482 1.385409 -1.597895 0.22 1.45 -0.74 -0.89
Pb 0.134936 -0.478058 -1.905884 -0.23 -3.33 0.25 0.90
P -2.717122 -0.599939 0.601474 -0.32 -0.36 0.36 -0.27
H -2.010802 1.456292 -1.040875 1.28 0.19 0.34 0.50
H -1.975153 1.844033 -3.569159 0.38 -0.58 0.52 0.36
H 0.172812 1.716131 -4.803142 0.03 -0.40 0.83 0.42
H 2.266924 1.406589 -0.981979 -1.11 0.09 0.44 0.41
H 2.319405 1.705857 -3.549832 -0.43 -0.54 0.63 0.36
H -2.974507 -1.915240 1.094301 0.01 0.38 -0.02 0.11
H -4.085054 -0.301659 0.340870 0.26 -0.06 0.09 0.11
H -2.688068 0.043840 1.876873 -0.02 -0.23 -0.31 0.12
C 0.569093 -2.390831 2.224370 0.16 0.04 -0.07 -0.91
C 1.004782 -0.979418 1.919866 -0.47 0.31 -1.57 0.62
C 1.632905 -0.219525 3.046107 0.31 0.16 0.12 -1.08
O 0.836859 -0.481662 0.785456 0.35 -0.71 1.75 -0.45
H 0.955056 -2.708619 3.196932 -0.22 -0.07 -0.26 0.36
H 0.941557 -3.056735 1.441075 -0.11 0.03 0.07 0.30
H -0.525061 -2.447867 2.224085 0.13 0.02 0.01 0.19
H 2.548652 0.274380 2.700136 -0.24 0.00 0.05 0.32
H 0.945738 0.556458 3.407353 0.09 -0.12 -0.14 0.28
H 1.873033 -0.889250 3.880141 -0.05 0.30 -0.23 0.39

***

(6)
23
Properties=species:S:1:pos:R:3:forces:R:3:mulliken_charge:R:1 method="wB97M-V/def2-TZVPD" orbital_gap_ev=9.3866 e_tot_ha=-654.12717 relative_energy_kcal_mol=82.8 charge=+1 homo_energy_ev=-13.35
C -2.207022 -1.217273 1.249987 3.88 1.61 0.00 -0.65
C -1.109647 -0.790084 1.895301 -2.60 -0.79 -5.18 -0.35
C 1.465653 0.030290 0.305802 0.89 1.86 -0.72 0.23
C 1.694344 1.230821 0.407867 -1.42 -1.24 -1.20 0.50
C 1.829822 -1.375020 0.255125 1.14 1.34 -0.90 -1.63
C 1.604565 2.690759 0.373082 5.77 -1.07 -2.02 -1.28
C -0.774383 -1.593131 -1.348358 -2.35 -1.05 0.64 -1.31
C -1.654725 0.966884 -0.701898 -0.67 1.66 2.05 -1.14
P -0.986552 -0.519933 0.124465 -2.92 -0.01 0.36 0.86
H -3.062749 -1.716112 1.500294 -2.26 -1.01 0.49 0.53
H -0.659671 -0.643708 2.772296 1.83 0.40 3.33 0.57
H 1.362602 -1.823309 1.027597 -1.43 -1.92 2.80 0.56
H 2.866820 -1.352682 0.464896 1.19 -0.58 0.05 0.38
H 1.612720 -1.962235 -0.604728 0.05 0.13 -0.97 0.31
H 2.331647 2.988771 1.144196 -0.70 0.74 -0.12 0.33
H 0.654702 2.917797 0.511362 -4.25 1.65 1.17 0.46
H 1.947254 3.150768 -0.646456 -0.50 -1.06 1.81 0.29
H -0.272900 -2.507391 -1.175574 0.88 -0.79 0.36 0.43
H -0.236589 -0.991596 -2.056189 -0.12 0.10 -0.74 0.45
H -1.860580 -2.023940 -1.628403 2.30 1.76 0.30 0.39
H -2.158365 1.700788 0.034965 0.59 -1.51 -0.73 0.35
H -2.459277 0.663317 -1.412943 1.12 0.31 0.13 0.40
H -0.804001 1.593499 -1.009996 -0.40 -0.55 -0.90 0.35